# 1
Here is C37H45AsFN9O3SSeV as an isolated structure from the OMol25 dataset. Energies are from ωB97M-V/def2-TZVPD.

Calculated total energy   -224038.1343 eV
Frontier orbital gap (spin up / spin down)   2.27 / 4.32 eV
Charge   +4
Largest force on an atom   5.9 eV/Å
Spin multiplicity   2

Structure (XYZ):
```
99
Properties=species:S:1:pos:R:3:forces:R:3
V -17.577 2.764 12.471 -0.922 2.971 -4.959
F -22.845 6.299 14.740 0.351 1.324 0.881
C -21.588 6.824 14.729 0.314 -2.444 -0.462
C -20.642 5.855 14.403 0.425 1.374 -0.893
C -19.423 6.332 13.857 0.618 0.710 0.459
C -18.547 5.407 13.179 1.108 2.999 -1.669
O -18.789 4.187 13.380 1.673 -3.445 -0.849
C -17.569 5.971 12.202 -1.378 0.006 1.513
C -17.332 7.356 12.285 -1.421 -0.741 2.230
N -17.841 8.123 13.319 -1.698 -3.315 -0.696
C -17.121 9.198 13.796 1.369 4.263 -0.383
C -15.784 9.570 13.210 0.363 0.225 0.472
C -16.958 10.430 12.813 1.092 0.076 2.692
C -19.046 7.723 13.987 1.079 -2.316 -1.397
C -19.867 8.541 14.714 -1.755 1.899 1.057
C -21.220 8.142 15.046 0.737 0.397 0.017
N -22.094 8.969 15.794 0.092 0.965 -0.354
C -23.422 9.384 15.228 1.953 -0.302 -1.373
C -24.329 9.950 16.266 -1.246 1.288 1.778
N -23.693 9.846 17.660 1.711 -1.112 -0.139
C -22.362 10.588 17.607 0.566 1.079 0.907
C -21.413 10.097 16.474 -0.506 -1.408 0.375
C -16.737 5.256 11.131 -0.588 2.794 0.209
O -16.124 5.988 10.397 0.073 -1.327 -0.016
O -16.774 3.938 11.037 -1.186 -2.524 3.187
H -20.847 4.777 14.411 -0.249 0.710 -0.174
H -16.697 7.852 11.577 0.488 -0.048 0.019
H -17.181 9.516 14.865 -0.569 -0.941 -1.030
H -15.300 8.950 12.463 -0.080 0.027 0.125
H -15.083 9.975 13.970 -0.473 -0.245 -0.813
H -17.321 10.434 11.810 -0.364 -0.263 -0.352
H -16.953 11.374 13.374 -0.293 -0.222 -0.762
H -19.564 9.595 14.968 -0.306 -1.354 -0.556
H -23.869 8.522 14.797 -0.347 -0.805 -0.330
H -23.279 10.101 14.382 -0.067 -0.296 0.698
H -25.313 9.453 16.296 0.481 0.217 0.030
H -24.487 11.038 16.114 -0.041 -0.689 0.154
H -23.482 8.844 17.889 -0.416 0.883 -0.311
H -24.203 10.230 18.471 -0.351 -0.079 -0.744
H -21.865 10.640 18.640 -0.829 -0.474 -1.518
H -22.679 11.604 17.383 0.138 0.173 0.095
H -20.519 9.623 16.880 -0.004 0.396 0.415
H -21.072 10.900 15.806 -0.475 0.065 0.126
Se -20.483 -3.577 9.329 -1.203 0.814 0.770
N -21.277 -2.132 10.175 1.287 -0.224 -1.092
C -20.275 -1.311 10.433 -1.036 -0.019 0.745
C -20.503 0.092 10.924 0.688 -0.274 -1.146
C -21.745 0.747 10.839 0.939 -0.286 0.816
C -21.772 2.111 11.245 -0.103 -2.617 -0.944
C -20.590 2.741 11.408 2.148 0.725 1.604
N -19.339 2.154 11.484 -1.577 0.002 0.271
C -19.335 0.844 11.202 -0.373 -0.938 -0.549
C -18.017 0.279 11.023 0.862 1.311 0.261
N -16.966 1.181 11.237 -1.707 -2.544 1.604
C -15.751 0.638 11.122 1.437 3.905 -0.440
C -15.438 -0.586 10.656 -0.823 -3.864 -0.511
C -16.504 -1.518 10.497 1.330 0.503 -0.225
C -17.802 -1.012 10.598 -0.070 -0.931 -0.338
C -18.948 -1.819 10.204 -0.608 0.897 0.039
N -18.873 -2.950 9.565 0.693 -0.201 0.330
H -22.571 0.115 10.484 -0.031 0.676 0.408
H -22.688 2.588 11.475 -0.737 0.718 -0.453
H -20.569 3.780 11.618 -0.085 0.805 0.251
H -14.978 1.420 11.222 0.210 -0.650 0.188
H -14.428 -0.969 10.443 -0.390 0.755 0.437
H -16.347 -2.606 10.273 -0.116 1.257 0.008
C -14.616 -0.001 14.315 -0.924 -0.330 1.202
C -14.434 1.482 14.433 0.038 1.241 -0.242
As -16.132 2.587 14.489 2.391 -0.202 2.731
C -16.623 2.361 16.470 0.300 -0.935 -1.593
C -17.344 3.538 16.997 0.552 0.912 0.211
C -15.271 4.419 14.465 -1.518 0.420 -2.561
C -14.247 4.660 15.529 -0.696 0.235 1.544
H -13.672 -0.543 14.404 -0.080 0.128 -0.272
H -15.226 -0.369 13.486 0.345 0.191 -0.046
H -15.186 -0.223 15.237 0.225 -0.609 -0.378
H -13.975 2.032 13.618 0.669 -0.485 -0.368
H -13.833 1.699 15.360 -0.939 0.075 -0.769
H -15.705 2.059 17.009 -0.128 0.567 -0.619
H -17.214 1.469 16.437 -0.584 -0.582 0.242
H -18.403 3.542 16.822 -0.446 -0.083 -0.120
H -16.900 4.457 16.619 -0.192 0.199 -0.074
H -17.137 3.572 18.047 -0.286 0.059 0.849
H -16.101 5.131 14.520 -0.005 -0.054 0.134
H -14.939 4.528 13.374 0.153 -0.201 1.512
H -13.665 3.762 15.590 0.792 -0.119 0.505
H -14.744 4.889 16.546 0.871 -0.501 -1.589
H -13.603 5.508 15.277 -0.102 -0.190 -0.052
C -9.056 0.763 9.719 -0.451 -0.084 1.166
N -10.095 1.433 10.504 -0.844 0.162 1.268
C -11.400 1.524 10.241 0.877 1.199 -1.533
N -11.812 1.012 9.027 -0.947 1.377 2.044
S -12.334 2.635 11.191 -0.276 -0.953 -0.396
H -9.529 -0.178 9.404 0.826 0.260 -0.523
H -8.240 0.527 10.433 -0.397 0.088 -0.707
H -8.718 1.464 8.950 0.014 -0.623 -0.223
H -9.857 1.922 11.365 0.214 -0.293 -0.365
H -11.421 0.181 8.681 0.595 -0.912 -0.696
H -12.737 1.286 8.731 0.151 -0.273 0.020
```
Forces are in eV/Å.

# 2
Here is a 5-piece molecular cluster, C37H45ClN2O4P2S2 overall from the OMol25 dataset. Energies are from ωB97M-V/def2-TZVPD.

Calculated total energy   -103038.0628 eV
Frontier orbital gap   8.14 eV
Largest force on an atom   3.4 eV/Å
Structure (SMILES)   [H]/N=C(/C)C[C@@H]1C(=O)N[C@](CC#C)(CSCC)[C@@]1(P(O)Cl)P(O)(O)=S.c1ccccc1.c1ccccc1.c1ccccc1.c1ccccc1

Structure (XYZ):
```
93
Properties=species:S:1:pos:R:3:forces:R:3
C 0.221 2.895 0.023 -0.352 -0.703 0.740
C 1.364 2.489 -0.042 0.563 -0.829 -0.103
C 2.791 1.884 -0.138 -1.008 1.280 0.996
C 3.005 0.759 -1.261 0.106 1.674 -0.367
C 4.485 1.114 -1.773 0.559 -0.118 -1.040
S 5.721 1.075 -0.367 -0.297 0.208 -0.142
C 7.419 1.270 -1.058 0.735 0.251 0.396
C 8.398 1.367 0.213 -0.385 0.050 0.407
N 1.947 1.125 -2.266 -0.461 -1.667 -1.488
C 0.815 0.207 -2.308 2.060 1.754 2.031
O -0.073 0.134 -3.120 1.061 -0.022 0.846
C 1.060 -0.624 -0.956 -0.599 -1.486 -0.957
C 0.111 -1.879 -1.043 -1.536 -0.459 0.273
C -1.283 -1.527 -0.332 -0.954 0.423 0.745
C -2.681 -1.745 -1.099 0.748 -0.352 1.361
N -1.365 -1.088 0.894 0.397 -1.009 -2.285
C 2.635 -0.764 -0.983 -1.579 -0.105 0.683
P 3.396 -1.931 -2.355 1.379 -1.728 -0.213
O 2.452 -3.352 -2.425 -0.273 2.460 -0.398
Cl 3.181 -1.057 -4.274 -0.915 -0.004 0.249
P 3.377 -1.635 0.553 1.482 -1.802 0.502
O 3.439 -0.669 1.908 -1.383 -0.808 -1.916
O 2.454 -2.987 0.981 0.320 2.161 -0.433
S 5.115 -2.374 0.043 -0.611 0.393 0.805
H -0.861 3.031 0.268 1.762 0.112 -0.600
H 3.103 1.604 0.906 -0.152 0.105 -1.103
H 3.465 2.752 -0.427 -0.799 -1.136 0.371
H 4.534 2.172 -2.192 -0.560 -1.296 0.468
H 4.842 0.440 -2.601 -0.443 0.444 0.888
H 7.680 0.372 -1.681 -0.264 1.058 0.436
H 7.518 2.249 -1.601 -0.207 -1.209 0.131
H 9.329 0.748 0.090 -1.015 0.578 -0.055
H 8.717 2.435 0.416 -0.477 -1.231 -0.376
H 7.871 1.005 1.155 0.654 0.339 -1.174
H 2.294 1.441 -3.176 -0.306 -0.078 0.449
H 0.843 -0.109 0.011 -0.281 0.219 -1.109
H -0.180 -2.178 -2.102 0.673 0.670 1.115
H 0.478 -2.818 -0.544 -0.067 1.091 -0.329
H -2.658 -2.736 -1.636 0.009 1.228 0.151
H -2.955 -0.870 -1.750 0.532 -1.028 0.394
H -3.476 -1.848 -0.294 1.008 0.264 -0.952
H -0.420 -1.047 1.291 -0.094 0.115 0.072
H 1.602 -3.172 -2.889 0.537 -0.335 0.455
H 2.535 -0.329 2.081 0.517 -0.069 0.243
H 3.068 -3.752 1.002 -0.159 0.606 -0.146
C 8.558 4.337 -4.117 -0.011 0.032 0.032
C 9.580 5.014 -4.771 -0.011 0.014 0.005
C 9.786 6.367 -4.526 -0.040 -0.025 0.042
C 8.975 7.040 -3.620 0.004 -0.053 -0.024
C 7.956 6.362 -2.963 -0.002 0.001 -0.001
C 7.744 5.011 -3.214 0.066 0.007 -0.031
H 8.396 3.282 -4.310 0.012 0.055 0.003
H 10.217 4.487 -5.473 -0.047 0.034 0.037
H 10.579 6.896 -5.042 -0.038 -0.034 0.035
H 9.139 8.094 -3.425 -0.015 -0.061 -0.011
H 7.324 6.887 -2.254 0.035 -0.032 -0.050
H 6.945 4.484 -2.705 0.027 0.037 -0.015
C -6.026 -0.952 2.012 -0.031 -0.050 -0.024
C -4.967 -1.805 2.298 0.046 -0.031 -0.150
C -5.217 -3.085 2.781 -0.043 -0.026 -0.124
C -6.527 -3.515 2.966 0.020 0.026 -0.003
C -7.585 -2.662 2.675 -0.001 0.029 0.043
C -7.335 -1.379 2.202 0.045 -0.007 0.030
H -5.831 0.048 1.639 0.005 -0.048 0.040
H -3.945 -1.471 2.146 -0.034 -0.015 0.006
H -4.391 -3.749 3.012 -0.032 0.038 -0.019
H -6.722 -4.515 3.337 0.006 0.056 -0.016
H -8.606 -2.997 2.817 0.064 0.022 -0.016
H -8.161 -0.712 1.980 0.039 -0.046 -0.003
C -7.158 -2.012 -1.612 -0.030 -0.046 -0.044
C -6.880 -3.147 -0.860 0.044 -0.017 0.012
C -7.481 -4.359 -1.182 -0.015 0.047 -0.067
C -8.353 -4.436 -2.262 0.022 0.039 0.027
C -8.628 -3.301 -3.015 0.001 -0.001 0.019
C -8.034 -2.088 -2.688 0.025 -0.038 0.034
H -6.691 -1.066 -1.358 -0.021 -0.055 0.008
H -6.194 -3.088 -0.022 -0.062 0.011 -0.020
H -7.269 -5.243 -0.591 0.001 0.050 -0.026
H -8.819 -5.382 -2.515 0.020 0.055 0.011
H -9.308 -3.362 -3.858 0.037 0.006 0.056
H -8.253 -1.202 -3.273 0.014 -0.049 0.022
C -3.969 1.502 7.020 -0.019 -0.028 -0.018
C -3.165 1.114 5.955 -0.021 -0.024 0.007
C -3.538 0.037 5.158 -0.045 0.021 0.043
C -4.720 -0.645 5.421 -0.001 0.024 0.124
C -5.526 -0.254 6.484 0.062 0.046 0.020
C -5.149 0.817 7.286 0.023 -0.002 -0.049
H -3.676 2.340 7.643 -0.015 -0.047 -0.036
H -2.246 1.650 5.746 -0.049 -0.033 0.021
H -2.907 -0.270 4.331 -0.045 0.021 0.017
H -5.013 -1.480 4.798 -0.005 0.073 0.095
H -6.449 -0.785 6.688 0.061 0.023 -0.017
H -5.775 1.118 8.119 0.030 -0.007 -0.046
```
Forces are in eV/Å.

# 3
Here is C37H45I2IrN5OS as an isolated structure from the OMol25 dataset. Energies are from ωB97M-V/def2-TZVPD.

Calculated total energy   -78464.5135 eV
Frontier orbital gap (spin up / spin down)   6.93 / 5.68 eV
Charge   +1
Relative energy (zero: lowest compared OMol25 entry of this formula, charge and spin)   0.154 eV
Largest force on an atom   0.6 eV/Å
Spin multiplicity   5

Structure (XYZ):
```
92
Properties=species:S:1:pos:R:3:forces:R:3
Ir 0.742 -0.147 -0.405 -0.160 0.189 0.061
I 1.300 -0.173 4.902 -0.007 -0.012 -0.003
C 2.765 -0.166 3.425 -0.112 -0.031 0.030
C 4.122 -0.300 3.790 -0.319 0.036 0.135
C 5.109 -0.296 2.851 0.190 -0.029 -0.008
I 7.084 -0.542 3.478 0.011 0.014 -0.015
C 4.781 -0.121 1.487 -0.106 0.089 -0.300
C 5.716 -0.048 0.426 0.050 -0.055 0.116
C 5.293 0.196 -0.849 0.031 0.064 -0.204
C 3.917 0.343 -1.098 0.073 0.123 0.072
N 3.016 0.232 -0.151 0.255 -0.216 0.137
C 3.416 0.017 1.138 -0.020 0.025 -0.245
C 2.362 -0.033 2.108 -0.352 0.049 -0.119
O 1.102 0.075 1.722 0.512 -0.186 0.212
H 4.379 -0.403 4.838 -0.084 -0.026 -0.057
H 6.771 -0.178 0.638 -0.088 0.033 0.006
H 5.999 0.276 -1.669 -0.113 -0.003 0.127
H 3.551 0.572 -2.095 0.038 -0.072 0.072
N 0.782 2.020 -0.691 0.334 -0.087 0.063
S -0.364 3.127 -0.878 -0.253 -0.048 -0.299
C 0.414 4.719 -0.764 0.118 -0.076 0.013
C 1.043 5.096 0.420 -0.005 0.071 -0.013
C 1.694 6.317 0.463 0.001 0.031 -0.016
C 1.705 7.144 -0.660 0.017 -0.022 0.058
C 1.067 6.756 -1.828 -0.007 0.007 -0.030
C 0.416 5.529 -1.889 0.000 0.010 -0.055
C -1.416 3.202 0.564 -0.026 -0.024 0.051
C -1.198 2.358 1.638 0.045 0.037 0.159
C -2.084 2.413 2.712 -0.032 -0.016 0.025
C -3.165 3.285 2.686 0.023 -0.018 -0.006
C -3.369 4.122 1.588 -0.050 0.013 0.046
C -2.493 4.083 0.516 -0.041 0.041 -0.019
H 1.555 2.380 -0.136 -0.039 0.021 0.051
H 1.011 4.455 1.298 -0.008 0.056 -0.107
H 2.186 6.629 1.376 -0.022 -0.003 -0.071
H 2.215 8.100 -0.618 -0.047 -0.080 0.007
H 1.076 7.403 -2.698 -0.002 -0.051 0.079
H -0.084 5.210 -2.799 0.068 0.015 0.110
H -0.339 1.690 1.666 -0.105 0.038 -0.014
H -1.912 1.774 3.573 -0.034 0.073 -0.100
H -3.852 3.323 3.525 0.071 -0.005 -0.091
H -4.213 4.804 1.568 0.117 -0.093 0.019
H -2.643 4.736 -0.343 0.038 -0.135 0.143
C -4.219 -0.950 -1.909 0.016 -0.173 -0.055
C -3.458 0.297 -2.346 0.071 0.016 -0.048
C -3.956 1.515 -1.570 -0.002 0.127 0.098
C -3.636 0.521 -3.842 0.025 0.056 -0.150
N -2.006 0.066 -2.157 -0.093 -0.190 0.008
N -1.615 -0.265 -0.832 0.061 0.138 0.151
H -5.263 -0.874 -2.221 0.073 -0.004 0.042
H -4.213 -1.079 -0.822 0.009 0.005 -0.097
H -3.787 -1.843 -2.374 -0.070 0.104 0.060
H -5.014 1.695 -1.780 0.094 -0.021 0.046
H -3.396 2.411 -1.863 -0.075 -0.074 0.030
H -3.859 1.383 -0.485 -0.014 0.051 -0.124
H -4.692 0.676 -4.079 0.114 0.007 0.003
H -3.272 -0.345 -4.403 -0.055 0.113 0.067
H -3.080 1.407 -4.176 -0.091 -0.152 0.057
H -1.483 0.893 -2.411 0.018 0.167 -0.142
H -1.858 -1.231 -0.673 -0.023 -0.285 0.058
H -2.100 0.287 -0.128 -0.127 0.121 0.070
C -2.345 -2.355 3.367 0.046 -0.016 -0.007
C -1.501 -3.109 2.367 -0.050 -0.032 0.061
C -1.447 -4.502 2.372 -0.077 -0.104 0.086
C -0.673 -5.211 1.448 -0.084 -0.079 0.134
C -0.603 -6.717 1.495 -0.002 0.054 -0.001
C 0.032 -4.519 0.487 0.056 0.182 -0.037
C 0.005 -3.097 0.422 0.016 -0.026 -0.065
C -0.768 -2.425 1.419 0.219 -0.010 -0.322
N 0.653 -2.350 -0.527 0.062 0.022 -0.074
C 1.263 -2.976 -1.749 -0.209 0.013 0.066
C 1.708 -1.857 -2.695 0.103 0.151 0.111
C 2.522 -3.762 -1.362 0.045 -0.079 0.043
C 0.238 -3.799 -2.550 -0.099 0.043 0.072
H -2.699 -3.011 4.166 0.067 0.086 -0.122
H -3.223 -1.914 2.883 0.099 -0.054 0.050
H -1.765 -1.544 3.817 -0.053 -0.058 -0.028
H -2.011 -5.053 3.124 0.089 0.078 -0.116
H -1.157 -7.114 2.345 0.015 0.021 -0.025
H 0.431 -7.056 1.578 -0.026 0.013 0.002
H -1.020 -7.156 0.586 0.004 0.019 0.024
H 0.637 -5.094 -0.193 -0.099 0.058 -0.007
H -0.775 -1.344 1.438 0.059 0.056 -0.003
H 2.607 -1.358 -2.325 -0.188 -0.072 -0.068
H 0.905 -1.124 -2.839 -0.010 0.005 -0.029
H 1.938 -2.271 -3.680 0.008 -0.024 0.086
H 3.171 -3.139 -0.739 -0.058 -0.047 -0.079
H 3.068 -4.026 -2.272 -0.031 0.020 0.081
H 2.311 -4.680 -0.816 0.119 0.088 -0.087
H -0.571 -3.143 -2.897 0.140 -0.084 0.056
H -0.211 -4.618 -1.997 0.004 -0.018 0.034
H 0.735 -4.217 -3.429 -0.051 0.037 0.072
```
Forces are in eV/Å.

Look up the largest force on an atom of the third one.
0.6 eV/Å

calculated total energy of number 1 (C37H45AsFN9O3SSeV)?
-224038.1343 eV

Which value of calculated total energy does entry 3 give?
-78464.5135 eV